# 1
ORCA calculation (wB97M-V/def2-TZVPD) on a molecular structure, C4HBrClI in a non-equilibrium geometry.

Summary:
max |F|	2.648	eV/A
energy relative to the best compared isomer or geometry (same formula, charge and spin)	39.7	kcal per mole
electronic energy	-94824.5449	eV

CARTESIAN COORDINATES (ANGSTROEM)
C1 -0.631106 -0.510045 -0.864110
C2 -1.729047 -1.099454 -1.124747
C3 0.437808 0.026089 -0.167098
C4 0.192445 0.405166 1.079785
Cl1 -1.434644 0.442744 1.629695
Br1 2.192803 0.190409 -0.926173
I1 1.767071 1.274006 2.357827
H1 -0.795330 -0.728914 -1.985178

Atomic forces in eV per Å
-2.059 -1.516 -0.691
0.269 0.346 0.426
2.169 0.789 0.559
0.953 1.370 1.382
0.489 -0.007 0.521
-0.918 -0.318 -0.005
-1.481 -0.733 -0.797
0.577 0.067 -1.394

natural (NBO) atomic charge list, values in e, 6 entries: -0.42 0.06 -0.23 -0.15 0.09 0.12

# 2
ORCA calculation (wB97M-V/def2-TZVPD) on C4HBrN2 in the gas phase in a non-equilibrium geometry.

Summary:
max |F|	7.202	eV/A
energy relative to the best compared isomer or geometry (same formula, charge and spin)	5.3	kcal per mole
electronic energy	-77184.4204	eV

CARTESIAN COORDINATES (ANGSTROEM)
C1 0.321206 -1.299631 1.279479
C2 -0.057741 1.301426 -1.326959
C3 0.623242 -0.354475 0.330430
C4 -0.443415 0.427831 -0.305825
N1 0.004076 -2.153054 1.947042
N2 0.264309 2.069577 -2.137400
Br1 -2.307414 0.080013 0.006968
H1 1.595739 -0.071687 0.206265

Atomic forces in eV per Å
0.028 0.448 -0.739
0.270 1.926 -1.440
-5.752 3.700 -2.258
2.780 -3.939 2.530
-0.682 -2.096 1.959
-0.369 -1.029 0.928
1.312 0.309 -0.227
2.413 0.681 -0.752

natural (NBO) atomic charge list, values in e, 6 entries: 0.21 0.19 -0.23 -0.13 -0.23 -0.22

# 3
ORCA calculation (wB97M-V/def2-TZVPD) on a molecular structure, C4HCl in a non-equilibrium geometry.

Summary:
max |F|	3.041	eV/A
energy relative to the best compared isomer or geometry (same formula, charge and spin)	12.9	kcal per mole
electronic energy	-16674.9444	eV

CARTESIAN COORDINATES (ANGSTROEM)
C1 1.868880 -0.082450 -0.689285
C2 1.816943 0.843148 0.191349
C3 2.248966 1.633518 1.097797
C4 4.569377 0.649496 0.415092
Cl1 4.104698 -0.569033 -0.366778
H1 1.381828 -0.845488 -1.262132

Atomic forces in eV per Å
-0.325 -0.060 0.870
-0.901 -1.642 -2.396
1.163 1.012 1.288
0.656 2.181 1.694
0.022 -1.832 -1.296
-0.615 0.340 -0.160

How positive or negative is each atom? The natural (NBO) charges in e answer that: -0.13 -0.48 0.15 -0.09 0.33 0.22

# 4
ORCA calculation (wB97M-V/def2-TZVPD) on C4HCl2N in the gas phase in a non-equilibrium geometry.

Summary:
max |F|	5.713	eV/A
energy relative to the best compared isomer or geometry (same formula, charge and spin)	23.2	kcal per mole
electronic energy	-30695.5496	eV

CARTESIAN COORDINATES (ANGSTROEM)
C1 -1.383805 0.150499 0.246147
C2 -0.091874 -0.183237 -0.271297
C3 1.127432 -0.149162 -0.110010
C4 2.481999 0.008224 -0.194105
H1 -1.574653 0.047638 1.263861
N1 3.587240 -0.008869 -0.304706
Cl1 -2.193628 -1.506825 -0.310829
Cl2 -1.952713 1.641735 -0.319058

Atomic forces in eV per Å
-0.586 -2.903 -2.190
3.686 1.344 2.168
-2.797 0.104 -1.043
-4.841 -0.703 0.360
0.366 0.064 1.716
5.689 0.265 -0.451
-0.699 1.050 0.041
-0.818 0.780 -0.601

natural (NBO) atomic charge list, values in e, 6 entries: -0.24 0.07 -0.07 0.20 0.25 -0.22

# 5
ORCA calculation (wB97M-V/def2-TZVPD) on a molecular structure, C4HCl3F9NaO9S3 in a non-equilibrium geometry.

Summary:
max |F|	3.154	eV/A
net charge	-2
energy relative to the best compared isomer or geometry (same formula, charge and spin)	0.0	kcal per mole
electronic energy	-121542.6970	eV

CARTESIAN COORDINATES (ANGSTROEM)
Na1 -1.709245 0.293374 0.250952
C1 -1.455172 -4.308012 -1.422442
F1 -2.396960 -3.556564 -2.008919
F2 -2.084997 -5.424606 -0.992731
F3 -0.556440 -4.682551 -2.342885
S1 -0.645444 -3.364991 0.046722
O1 -1.535592 -2.210140 0.151019
O2 -0.681026 -4.289106 1.159861
O3 0.677022 -2.997683 -0.429425
C2 2.156105 2.338650 -2.000676
F4 3.465003 2.325068 -2.240086
F5 1.786066 3.617866 -1.777277
F6 1.529274 1.887491 -3.100588
S2 1.779569 1.309301 -0.430419
O4 2.364269 0.050786 -0.808387
O5 2.440762 2.059523 0.617003
O6 0.311391 1.339257 -0.354971
C3 0.678061 0.533317 4.584135
F7 1.890142 0.449543 5.136340
F8 -0.197748 0.157697 5.541473
F9 0.401319 1.787011 4.236790
S3 0.450892 -0.704863 3.125367
O7 1.742163 -0.752868 2.463765
O8 0.123726 -1.993933 3.727565
O9 -0.621635 -0.158017 2.328446
C4 -1.945229 3.324601 -3.048507
Cl1 -3.518528 3.686610 -3.793405
Cl2 -0.760118 2.898651 -4.298778
Cl3 -2.078879 2.155469 -1.764417
H1 -1.608753 4.229119 -2.555527

Atomic forces in eV per Å
1.355 -1.061 0.689
0.319 0.185 1.301
0.031 0.020 -0.485
0.077 -0.068 -0.184
-0.230 0.018 -0.131
1.303 0.782 0.122
-0.597 0.021 -0.067
-0.438 0.035 -0.736
-0.934 -0.712 -0.140
-0.525 -0.836 1.860
0.309 0.210 -0.325
-0.085 0.293 -0.590
0.287 0.142 0.126
0.337 -0.205 -0.145
-0.215 0.272 -0.013
-0.279 0.047 -0.583
0.300 0.118 -0.248
-0.772 -1.903 -0.963
0.127 0.419 -0.123
-0.175 0.460 0.335
0.276 0.311 0.197
1.866 -2.475 -0.583
-0.512 0.995 0.598
-0.237 1.329 0.635
-1.004 1.182 -0.025
0.318 0.521 -0.234
-0.057 -0.058 0.034
-0.650 0.074 0.316
-0.251 -0.160 -0.387
0.059 0.044 -0.250

natural (NBO) atomic charge list, values in e, 6 entries: 0.95 0.69 -0.34 -0.35 -0.33 2.33

# 6
ORCA calculation (wB97M-V/def2-TZVPD) on C4HClF4 in the gas phase in a non-equilibrium geometry.

Summary:
spin multiplicity	3
max |F|	5.030	eV/A
energy relative to the best compared isomer or geometry (same formula, charge and spin)	6.1	kcal per mole
electronic energy	-27550.2421	eV

CARTESIAN COORDINATES (ANGSTROEM)
C1 -0.205975 -0.092369 -0.859448
C2 0.738701 0.435973 -1.535309
C3 -1.002696 -0.372278 0.342309
C4 0.074675 -0.174244 1.320740
F1 1.853946 1.186534 -1.097744
F2 -1.517778 -1.595300 0.339407
F3 -2.020352 0.465469 0.641651
F4 0.524979 1.070322 1.706054
Cl1 1.141178 -1.440155 1.742854
H1 0.413323 0.516048 -2.600514

Atomic forces in eV per Å
-2.001 0.012 -0.689
0.408 1.682 -1.018
1.159 1.072 -0.578
2.073 -0.053 4.583
-1.637 -1.256 -0.676
0.028 -0.831 0.153
0.004 0.432 -0.557
-1.089 -1.723 -1.287
-0.544 0.598 -0.315
1.599 0.067 0.384

natural (NBO) atomic charge list, values in e, 6 entries: -0.02 0.15 0.52 0.28 -0.33 -0.29

# 7
ORCA calculation (wB97M-V/def2-TZVPD) on 2 unconnected molecules or ions with the total composition C4HClNO2 in a non-equilibrium geometry.

Summary:
max |F|	2.121	eV/A
net charge	-1
energy relative to the best compared isomer or geometry (same formula, charge and spin)	44.6	kcal per mole
electronic energy	-22268.6817	eV

CARTESIAN COORDINATES (ANGSTROEM)
C1 -0.538992 0.141664 -0.204007
C2 -1.640308 1.018619 -0.263218
C3 -0.852810 1.261826 -1.475512
C4 2.389721 -1.200330 -1.591424
N1 0.377113 0.814347 -0.987176
O1 3.169290 -0.494449 -2.073982
O2 1.761700 -2.043520 -1.105366
Cl1 -3.278986 0.769406 0.009062
H1 -0.552889 -1.014459 -0.265368

Atomic forces in eV per Å
-0.195 -1.965 -0.773
1.596 1.054 0.430
0.105 -0.338 0.135
0.387 -0.144 0.114
0.433 0.067 -0.242
-0.036 0.396 -0.210
-0.463 -0.076 0.104
-1.697 -0.565 0.008
-0.130 1.570 0.433

natural (NBO) atomic charge list, values in e, 6 entries: 0.03 -0.46 0.04 1.06 -0.68 -0.53

# 8
ORCA calculation (wB97M-V/def2-TZVPD) on a molecular structure, C4HClNO2 in a non-equilibrium geometry.

Summary:
max |F|	2.703	eV/A
net charge	-1
energy relative to the best compared isomer or geometry (same formula, charge and spin)	48.6	kcal per mole
electronic energy	-22268.5076	eV

CARTESIAN COORDINATES (ANGSTROEM)
C1 0.969037 0.261200 0.143404
C2 0.870203 1.560472 -0.442109
C3 -0.343203 0.855551 -0.733488
C4 -1.078350 -1.565464 -0.065289
N1 0.172528 -0.419516 -0.819119
O1 -1.556903 -2.259080 -0.888938
O2 -1.260822 -1.260740 1.060725
Cl1 0.943011 3.022803 0.626437
H1 1.284503 -0.195225 1.118378

Atomic forces in eV per Å
1.259 -0.833 -1.159
0.873 -0.308 1.981
-2.390 0.899 -0.888
-0.696 0.631 -0.518
0.936 -0.285 1.409
0.136 -1.169 -1.976
0.753 0.674 2.351
0.083 -0.486 -0.622
-0.953 0.876 -0.578

natural (NBO) atomic charge list, values in e, 6 entries: 0.05 -0.26 0.04 0.96 -0.55 -0.65